The following is a quantum chemistry calculation of a molecular structure, C17H42BrInN7O4, from the Open Molecules 2025 dataset.

## Properties
Orbital gap: 6.7 eV
Max |F|: 0.7 eV/Å
Charge: -1

Each line ends with the Löwdin charge.
Element x y z (Å)
1 C 5.1119 6.7824 0.5819  -0.075
2 C 4.5106 5.6502 -0.2372  -0.345
3 O 3.4510 6.1716 -1.0060  -0.278
4 C 2.7802 5.1378 -1.7474  -0.289
5 In 0.9637 4.3584 -0.6876  0.553
6 Br 1.4203 4.8560 1.8501  0.039
7 C -0.7660 5.6006 -1.3501  -0.236
8 C -2.0685 5.4153 -0.6426  -0.542
9 C -2.0575 5.1644 0.8445  -0.097
10 N -3.1651 5.4761 -1.3060  0.082
11 C 0.7460 2.2040 -1.1849  -0.218
12 C 1.3461 1.2108 -0.1895  -0.776
13 N 0.9138 1.4369 1.1953  0.055
14 N 0.9112 -0.1358 -0.6142  0.058
15 N 2.8014 1.2320 -0.1997  0.085
16 H 4.5722 6.8962 1.5191  0.065
17 H 6.1664 6.5895 0.7731  0.063
18 H 5.0049 7.7014 0.0076  0.072
19 H 4.1113 4.8596 0.4073  0.075
20 H 5.2648 5.2300 -0.9167  0.109
21 H 2.4335 5.6081 -2.6710  0.037
22 H 3.4827 4.3453 -2.0271  0.030
23 H -0.9258 5.3880 -2.4068  0.034
24 H -0.4618 6.6453 -1.2533  0.047
25 H -1.6156 4.1942 1.0640  0.045
26 H -3.0727 5.2126 1.2420  0.064
27 H -1.4714 5.9267 1.3562  0.055
28 H -3.9582 5.3164 -0.6844  0.016
29 H 1.2625 2.0658 -2.1385  0.039
30 H -0.2988 1.9302 -1.3472  0.033
31 H -0.0594 1.6977 1.2252  0.041
32 H 1.4581 2.1597 1.6428  -0.031
33 H -0.0967 -0.1949 -0.5027  0.020
34 H 1.3304 -0.8020 0.0235  0.054
35 H 3.1767 1.4829 0.7023  0.060
36 H 3.1536 1.8822 -0.8858  0.051
37 C -3.0629 0.3117 1.1394  0.003
38 C -2.8987 -0.8077 0.1398  -0.519
39 O -1.8194 -1.3419 -0.0542  0.021
40 N -4.0030 -1.2037 -0.5478  0.012
41 C -5.3518 -0.6848 -0.4512  -0.080
42 H -2.0982 0.4971 1.6018  0.074
43 H -3.4051 1.2246 0.6493  0.087
44 H -3.7761 0.0341 1.9164  0.085
45 H -3.8250 -1.9520 -1.1978  0.138
46 H -6.0427 -1.4745 -0.1490  0.080
47 H -5.6779 -0.2894 -1.4150  0.082
48 H -5.3993 0.1137 0.2808  0.070
49 C 2.1711 -5.1973 -0.7868  -0.010
50 C 1.0861 -5.7102 -1.7065  -0.572
51 O 1.1868 -6.7857 -2.2867  0.000
52 N -0.0115 -4.9351 -1.8518  0.016
53 C -0.2922 -3.6448 -1.2260  -0.071
54 H 2.9765 -5.9257 -0.7697  0.078
55 H 2.5606 -4.2427 -1.1408  0.088
56 H 1.7876 -5.0631 0.2259  0.073
57 H -0.6993 -5.3287 -2.4735  0.135
58 H -1.1923 -3.7010 -0.6181  0.064
59 H -0.4370 -2.8821 -1.9892  0.084
60 H 0.5324 -3.3398 -0.5939  0.068
61 C -1.7965 -7.0717 0.8371  -0.009
62 C -1.4761 -6.0547 1.9068  -0.558
63 O -2.1675 -5.0677 2.0849  0.031
64 N -0.3709 -6.2778 2.6702  0.007
65 C 0.5664 -7.3806 2.5904  -0.080
66 H -2.6867 -6.7394 0.3126  0.081
67 H -0.9758 -7.1516 0.1216  0.073
68 H -1.9919 -8.0536 1.2702  0.083
69 H -0.2103 -5.5623 3.3612  0.139
70 H 0.5944 -7.9265 3.5356  0.079
71 H 1.5712 -7.0123 2.3755  0.078
72 H 0.2789 -8.0682 1.8025  0.072



The following is a quantum chemistry calculation of 2 unconnected molecules or ions with the total composition C4H9OP, from the Open Molecules 2025 dataset.

## Properties
Relative energy (zero: lowest compared OMol25 entry of this formula, charge and spin): 129.3 kcal/mol
Orbital gap (spin up / spin down): 8.5 / 8.5 eV
Max |F|: 6.6 eV/Å
Charge: 0

Each line ends with the Löwdin charge.
Element x y z (Å)
1 C 2.4577 0.2550 0.2084  -0.113
2 C 1.5867 -0.6408 -0.2661  0.019
3 C -1.6034 -0.8304 -0.3399  -0.382
4 C -0.6759 0.2355 -0.7253  -0.402
5 O -1.2882 -1.4187 0.8850  -0.063
6 P -0.3015 1.7051 0.2325  0.786
7 H 3.4642 -0.1389 0.4034  0.057
8 H 2.5144 1.2604 0.4059  -0.017
9 H 1.5712 -1.6434 -0.3091  -0.001
10 H -1.8655 -1.6748 -1.1207  0.144
11 H -2.6561 -0.3976 -0.3094  0.125
12 H -0.2792 0.4210 -1.6443  0.005
13 H -0.4806 -1.1510 1.2029  0.009
14 H -1.1515 1.4429 1.5572  -0.019
15 H -1.2926 2.5757 -0.1806  -0.145



The following is a quantum chemistry calculation of a molecular structure, C28H41BrCsF6I2N2O6S6, from the Open Molecules 2025 dataset.

## Properties
Relative energy (zero: lowest compared OMol25 entry of this formula, charge and spin): 50.2 kcal/mol
Orbital gap: 7.2 eV
Max |F|: 5.0 eV/Å
Charge: -1

Each line ends with the Löwdin charge.
Element x y z (Å)
1 Cs -0.1744 1.6593 -1.2894  1.142
2 C 6.6506 -0.2825 1.1302  -0.548
3 C 5.7843 0.8766 1.5941  -0.510
4 S 4.0041 0.6032 1.2279  0.903
5 C 3.6135 2.0139 0.1672  -0.556
6 C 4.2651 2.0403 -1.2019  -0.504
7 S 3.6175 0.7871 -2.3546  0.864
8 C 5.0737 -0.2849 -2.6343  -0.528
9 C 5.5480 -1.0454 -1.4051  -0.532
10 S 7.0277 -0.2493 -0.6566  0.849
11 H 6.1794 -1.2387 1.3553  0.068
12 H 7.6266 -0.2449 1.6170  0.063
13 H 6.0909 1.8068 1.1202  0.072
14 H 5.8701 0.9807 2.6766  0.064
15 H 3.8584 2.9304 0.7100  0.073
16 H 2.5332 1.9714 0.0700  0.001
17 H 5.3436 1.9020 -1.1415  0.044
18 H 4.0528 3.0125 -1.6532  0.073
19 H 5.8784 0.3220 -3.0534  0.061
20 H 4.7328 -0.9777 -3.4018  0.059
21 H 5.8445 -2.0616 -1.6727  0.066
22 H 4.7714 -1.0765 -0.6442  0.013
23 F 0.9608 2.1923 3.9814  0.138
24 C -0.1741 2.6417 3.4415  -0.651
25 F -0.4814 3.7905 4.0472  0.140
26 F -1.1333 1.7625 3.7260  0.149
27 S 0.0358 2.8718 1.6071  0.513
28 O -1.1523 3.4831 1.1087  -0.301
29 O 0.3666 1.5799 1.0972  -0.598
30 N 1.2583 3.8752 1.6375  -0.263
31 S 1.4455 4.5296 0.2297  0.566
32 O 1.0369 3.6595 -0.8417  -0.681
33 O 2.7056 5.1798 0.0884  -0.256
34 C 0.1725 5.9300 0.1837  -0.639
35 F -0.3120 6.2186 1.3930  0.131
36 F 0.7603 7.0465 -0.2742  0.119
37 F -0.8559 5.6851 -0.6258  0.135
38 O -1.1658 -1.8003 -1.9107  -0.358
39 C -0.7222 -3.0227 -2.4335  -0.301
40 C 0.3293 -2.8608 -3.5284  -0.168
41 C 1.5461 -2.0534 -3.0620  -0.153
42 C 2.1364 -2.6080 -1.7999  -0.314
43 C 2.8122 -3.8279 -1.7770  -0.026
44 C 3.3014 -4.2966 -0.5718  -0.075
45 C 3.0911 -3.5499 0.5780  -0.064
46 C 2.4010 -2.3546 0.4554  -0.205
47 N 1.9524 -1.8936 -0.6994  0.121
48 H -1.4276 -1.2136 -2.6533  -0.139
49 H -1.5724 -3.5922 -2.8408  0.119
50 H -0.3139 -3.5910 -1.5912  0.096
51 H -0.1219 -2.3447 -4.3770  0.095
52 H 0.6283 -3.8597 -3.8519  0.109
53 H 1.2444 -1.0235 -2.8694  0.074
54 H 2.2966 -2.0546 -3.8546  0.114
55 H 2.9404 -4.4041 -2.6834  0.112
56 H 3.8270 -5.2397 -0.5217  0.100
57 H 3.4329 -3.8939 1.5417  0.099
58 H 2.1909 -1.7341 1.3164  0.077
59 Br -1.1546 -4.8751 2.6267  0.682
60 C -2.1276 -3.4358 3.3877  -0.737
61 C -2.8146 -3.6613 4.5682  -0.152
62 C -3.5169 -2.6248 5.1570  -0.098
63 C -3.5220 -1.3722 4.5622  -0.084
64 C -2.8492 -1.1599 3.3726  -0.137
65 C -2.1440 -2.1926 2.7637  -0.669
66 I -1.2599 -1.8514 0.8849  1.232
67 H -2.8010 -4.6453 5.0122  0.091
68 H -4.0582 -2.8005 6.0751  0.098
69 H -4.0600 -0.5561 5.0204  0.103
70 H -2.8698 -0.1961 2.8847  0.068
71 I -1.9151 0.6402 -4.1008  -0.104
72 C -5.9100 -2.0732 -2.1229  -0.107
73 C -4.8064 -1.0210 -2.0482  -0.322
74 C -4.6283 -0.5026 -0.6323  -0.324
75 S -3.2057 0.6906 -0.5137  0.695
76 O -3.0405 0.8994 0.9321  -0.607
77 C -4.1246 2.1735 -1.1532  -0.328
78 C -4.3646 3.2063 -0.0659  -0.283
79 C -5.4247 2.7659 0.9402  -0.109
80 H -6.0207 -2.4307 -3.1434  0.068
81 H -6.8651 -1.6625 -1.7982  0.069
82 H -5.6680 -2.9203 -1.4836  0.072
83 H -5.0406 -0.2005 -2.7305  0.088
84 H -3.8660 -1.4624 -2.3793  0.072
85 H -4.3604 -1.3196 0.0394  0.073
86 H -5.5223 -0.0076 -0.2540  0.089
87 H -5.0579 1.8338 -1.6001  0.083
88 H -3.4861 2.5840 -1.9348  0.044
89 H -4.6733 4.1463 -0.5344  0.111
90 H -3.4259 3.3844 0.4603  0.078
91 H -6.3748 2.5615 0.4427  0.071
92 H -5.5863 3.5439 1.6853  0.069
93 H -5.0871 1.8699 1.4551  0.055



The following is a quantum chemistry calculation of a molecular structure, C31H46N3O2PdS, from the Open Molecules 2025 dataset.

## Properties
Orbital gap (spin up / spin down): 5.1 / 5.1 eV
Max |F|: 0.7 eV/Å
Charge: +1

Each line ends with the Löwdin charge.
Element x y z (Å)
1 Pd 0.1291 -0.5907 -0.1747  0.787
2 C 2.9612 1.2397 6.0774  -0.031
3 C 3.8818 1.4475 4.8656  -0.550
4 C 5.2936 0.9934 5.2413  -0.058
5 C 3.9347 2.9416 4.5191  -0.040
6 C 3.3107 0.6645 3.6826  -0.128
7 C 2.1375 1.0463 3.1097  0.042
8 C 1.6234 0.2996 2.0190  -0.156
9 N 0.4658 0.5663 1.3847  0.028
10 C -0.4428 1.4260 1.8532  -0.173
11 C -0.8486 1.3926 3.2063  0.009
12 C -1.7795 2.2647 3.6635  -0.128
13 C -2.3035 3.2439 2.7518  0.068
14 C -1.9610 3.3627 1.4406  -0.069
15 C -0.9791 2.4229 0.9057  -0.281
16 O -0.5717 2.4324 -0.2662  -0.027
17 C -2.5387 4.4549 0.5411  -0.534
18 C -3.2028 3.8394 -0.6996  -0.036
19 C -3.5962 5.2863 1.2713  -0.061
20 C -1.4090 5.4040 0.1074  -0.032
21 C -2.2622 2.1746 5.1119  -0.550
22 C -1.0576 2.3397 6.0500  -0.041
23 C -2.8997 0.7955 5.3417  -0.036
24 C -3.2949 3.2488 5.4547  -0.059
25 C 2.3721 -0.7859 1.4402  -0.236
26 O 1.9447 -1.2463 0.3172  -0.139
27 C 3.5460 -1.2524 2.0998  -0.072
28 C 3.9633 -0.4997 3.1687  0.069
29 C 4.3858 -2.4533 1.6453  -0.536
30 C 3.6801 -3.3651 0.6353  -0.056
31 C 4.7357 -3.3212 2.8644  -0.044
32 C 5.6790 -1.9233 1.0099  -0.032
33 H 3.3510 1.7803 6.9416  0.093
34 H 2.8912 0.1826 6.3404  0.095
35 H 1.9545 1.6080 5.8740  0.060
36 H 5.6686 1.6253 6.0464  0.091
37 H 5.9861 1.0815 4.4018  0.094
38 H 5.3120 -0.0360 5.6040  0.088
39 H 4.3610 3.4977 5.3551  0.091
40 H 2.9440 3.3531 4.3235  0.076
41 H 4.5564 3.1183 3.6399  0.096
42 H 1.5936 1.9115 3.4591  0.119
43 H -0.4290 0.6274 3.8471  0.130
44 H -3.0318 3.9326 3.1473  0.088
45 H -3.8999 3.0449 -0.4208  0.097
46 H -2.4584 3.4331 -1.3791  0.051
47 H -3.7652 4.6092 -1.2304  0.089
48 H -4.4445 4.6785 1.5930  0.095
49 H -3.9755 6.0511 0.5931  0.091
50 H -3.1831 5.7991 2.1411  0.090
51 H -0.6318 4.8771 -0.4411  0.076
52 H -0.9586 5.8860 0.9768  0.093
53 H -1.8158 6.1867 -0.5363  0.091
54 H -0.3201 1.5503 5.8997  0.062
55 H -1.3866 2.2917 7.0894  0.093
56 H -0.5677 3.3027 5.8930  0.095
57 H -2.1888 -0.0119 5.1642  0.080
58 H -3.7558 0.6464 4.6815  0.094
59 H -3.2472 0.7147 6.3731  0.091
60 H -2.8886 4.2561 5.3437  0.092
61 H -3.6001 3.1310 6.4947  0.092
62 H -4.1920 3.1641 4.8388  0.091
63 H 4.8828 -0.7956 3.6507  0.100
64 H 2.7192 -3.7191 1.0123  0.092
65 H 4.3130 -4.2367 0.4627  0.090
66 H 3.5136 -2.8744 -0.3194  0.077
67 H 3.8321 -3.6920 3.3513  0.096
68 H 5.3306 -2.7912 3.6075  0.076
69 H 5.3215 -4.1807 2.5375  0.090
70 H 5.4600 -1.2967 0.1434  0.093
71 H 6.3000 -2.7570 0.6779  0.092
72 H 6.2580 -1.3311 1.7207  0.084
73 S -2.0228 -0.3878 -0.8560  0.677
74 C -2.0443 0.4052 -2.3798  -0.776
75 N -1.3838 1.4968 -2.7025  0.043
76 C -1.6467 1.9083 -4.0816  -0.094
77 C -2.7878 0.9556 -4.4996  -0.100
78 N -2.7991 -0.0080 -3.3949  0.039
79 H -0.8073 1.9820 -2.0186  0.102
80 H -0.7539 1.7795 -4.6927  0.124
81 H -1.9505 2.9527 -4.1187  0.123
82 H -2.5834 0.4590 -5.4449  0.122
83 H -3.7472 1.4690 -4.5682  0.124
84 H -3.4406 -0.7772 -3.3102  0.147



The following is a quantum chemistry calculation of C3H5N3 in the gas phase, from the Open Molecules 2025 dataset.

## Properties
Relative energy (zero: lowest compared OMol25 entry of this formula, charge and spin): 109.0 kcal/mol
Orbital gap: 8.4 eV
Max |F|: 0.4 eV/Å
Charge: 0
SMILES: C=C1C=NNN1

Each line ends with the Löwdin charge.
Element x y z (Å)
1 C 0.4267 1.6972 -0.0297  -0.087
2 C 0.3113 0.2763 -0.2176  -0.369
3 C 0.9515 -1.0012 -0.1726  -0.076
4 N 0.0583 -1.9342 0.0865  0.055
5 N -1.1168 -1.3090 0.2062  -0.038
6 N -0.9972 -0.0091 -0.1719  0.018
7 H 0.3278 1.9601 1.0246  0.028
8 H 1.2331 2.2407 -0.5188  0.018
9 H 2.0014 -1.2482 -0.2375  0.106
10 H -1.9641 -1.8192 0.0045  0.154
11 H -1.2321 1.1466 0.0262  0.191



The following is a quantum chemistry calculation of CH2O3S in the gas phase, from the Open Molecules 2025 dataset.

## Properties
Relative energy (zero: lowest compared OMol25 entry of this formula, charge and spin): 91.5 kcal/mol
Orbital gap: 8.7 eV
Max |F|: 3.6 eV/Å
Charge: 0

Each line ends with the Löwdin charge.
Element x y z (Å)
1 C -0.7902 0.2936 0.2241  -0.401
2 O 1.4316 -1.4840 0.2770  -0.399
3 O 0.3470 1.1242 1.1492  -0.394
4 O -1.5035 0.7966 -0.8186  -0.048
5 S 0.9175 0.1492 0.0523  1.031
6 H 0.6614 -2.1583 0.6066  0.143
7 H -1.0638 1.2787 -1.4907  0.068



no.,DFT total energy (hartree)
1,-4121.4460
2,-574.1723
3,-7830.4499
4,-2049.4556
5,-281.4164
6,-663.0271